Record 1
Molecular formula: C44H58F3IrN7O4
Method: DFT, ωB97M-V/def2-TZVPD

Calculated values
Highest occupied orbital energy (spin up / spin down), eV: -7.50 / -7.95
Orbital gap (spin up / spin down), eV: 7.1 / 5.0
Expectation value of S²: 8.82
Energy above the lowest of the compared OMol25 structures with the same formula, charge and spin, kcal per mole: 6.7

ORCA input file:
```
! wB97M-V def2-TZVPD RIJCOSX def2/J DEFGRID3
* xyz 0 6
Ir -1.52 0.77 -0.35
C -2.79 1.92 -3.30
N -1.78 2.44 -2.38
C -2.24 3.71 -1.81
C -0.49 2.63 -3.06
C 0.69 2.20 -2.18
N 0.57 0.83 -1.68
C 1.78 0.52 -0.91
C 1.98 1.35 0.33
C 2.98 2.28 0.43
C 3.22 2.95 1.64
C 2.51 2.54 2.77
C 1.52 1.58 2.74
C 1.13 1.06 1.45
O 0.09 0.36 1.28
C 0.90 1.01 4.00
C 1.56 1.56 5.27
C 1.13 -0.51 3.96
C -0.60 1.31 4.07
C 4.26 4.04 1.69
C 5.62 3.46 1.27
C 4.42 4.67 3.07
C 3.83 5.15 0.72
C 0.52 -0.12 -2.81
C 0.35 -1.58 -2.47
C 1.31 -2.49 -2.85
C 1.09 -3.86 -2.79
C -0.17 -4.29 -2.38
C -1.19 -3.43 -2.01
C -0.92 -2.01 -1.97
O -1.78 -1.18 -1.55
C -2.60 -3.93 -1.75
C -3.53 -3.23 -2.76
C -3.06 -3.59 -0.33
C -2.73 -5.44 -1.94
C 2.14 -4.83 -3.31
C 3.53 -4.47 -2.75
C 2.16 -4.70 -4.84
C 1.85 -6.28 -2.94
H -2.87 2.54 -4.21
H -3.76 1.91 -2.81
H -2.55 0.90 -3.59
H -2.53 4.41 -2.60
H -1.44 4.15 -1.22
H -3.09 3.53 -1.16
H -0.35 3.68 -3.32
H -0.49 2.07 -4.00
H 0.73 2.86 -1.31
H 1.61 2.32 -2.77
H 2.67 0.63 -1.55
H 1.70 -0.53 -0.61
H 3.58 2.50 -0.43
H 2.75 3.00 3.71
H 2.63 1.37 5.26
H 1.14 1.06 6.14
H 1.38 2.62 5.37
H 2.19 -0.72 3.86
H 0.60 -0.94 3.11
H 0.76 -0.97 4.87
H -0.77 2.37 4.25
H -1.06 0.75 4.88
H -1.09 1.05 3.14
H 5.89 2.64 1.94
H 6.39 4.22 1.34
H 5.60 3.08 0.26
H 4.73 3.94 3.81
H 3.49 5.14 3.39
H 5.18 5.45 3.03
H 3.78 4.80 -0.31
H 4.54 5.98 0.76
H 2.85 5.52 1.00
H 1.43 -0.01 -3.42
H -0.35 0.14 -3.42
H 2.24 -2.11 -3.25
H -0.37 -5.34 -2.39
H -3.52 -2.16 -2.58
H -4.54 -3.59 -2.64
H -3.20 -3.43 -3.77
H -3.05 -2.52 -0.18
H -2.41 -4.07 0.40
H -4.07 -3.96 -0.17
H -2.48 -5.73 -2.95
H -3.76 -5.73 -1.75
H -2.10 -5.98 -1.24
H 3.84 -3.48 -3.07
H 4.26 -5.18 -3.11
H 3.52 -4.49 -1.66
H 2.40 -3.68 -5.14
H 1.18 -4.95 -5.25
H 2.89 -5.37 -5.27
H 1.75 -6.41 -1.87
H 2.68 -6.91 -3.27
H 0.96 -6.65 -3.43
F -1.96 4.34 3.15
C -0.94 4.60 2.33
F 0.16 4.71 3.10
F -1.16 5.83 1.81
C -0.75 3.53 1.19
O 0.21 3.73 0.45
O -1.61 2.64 1.17
N -3.61 1.03 -0.57
C -4.71 1.31 -0.26
N -5.90 1.43 0.04
C -6.81 2.32 0.12
N -7.70 3.06 0.23
N -3.39 -3.57 5.85
C -3.16 -2.94 4.92
C -2.87 -2.17 3.77
C -1.78 -2.49 2.96
C -1.58 -1.73 1.82
N -2.35 -0.71 1.48
C -3.36 -0.38 2.27
C -3.68 -1.09 3.42
H -1.12 -3.30 3.23
H -0.77 -1.97 1.14
H -3.94 0.48 1.99
H -4.53 -0.81 4.02
*
```

---

Record 2
Molecular formula: C44H58N11O5P
Method: DFT, ωB97M-V/def2-TZVPD

Calculated values
Highest occupied orbital energy, eV: -3.37
Orbital gap, eV: 7.7
Energy above the lowest of the compared OMol25 structures with the same formula, charge and spin, kcal per mole: 31.0

ORCA input file:
```
! wB97M-V def2-TZVPD RIJCOSX def2/J DEFGRID3
* xyz -2 1
O -1.14 0.43 -2.81
H -1.63 -0.39 -2.78
H -0.17 0.26 -2.53
H -1.39 0.64 -1.90
P 0.20 -0.12 -0.09
O -0.70 -1.17 0.11
O -0.67 1.17 -0.57
O 0.75 -0.34 -1.43
O 1.15 0.19 0.92
N 1.30 1.69 3.01
C 2.34 1.62 3.98
C 2.06 2.52 5.05
C 0.79 3.06 4.70
C 0.40 2.58 3.53
H 1.49 1.50 2.04
H 3.26 1.20 3.72
H 2.67 2.69 5.87
H 0.38 3.85 5.15
H -0.35 2.90 2.91
N -0.75 -3.87 0.81
C -0.48 -4.45 2.03
C -1.00 -5.71 2.03
C -1.38 -5.97 0.58
C -1.27 -4.78 -0.10
H -0.33 -3.02 0.48
H -0.28 -3.88 2.93
H -1.22 -6.37 2.87
H -1.86 -6.85 0.14
H -1.61 -4.52 -1.21
N 1.90 -1.49 2.61
C 2.55 -2.58 2.26
C 2.75 -3.35 3.34
C 1.91 -2.78 4.39
C 1.46 -1.62 3.95
H 1.53 -0.68 1.91
H 2.99 -2.52 1.14
H 3.41 -4.22 3.23
H 1.83 -3.31 5.43
H 0.84 -0.85 4.30
N -2.26 -1.45 2.12
C -3.36 -2.33 2.25
C -3.92 -2.19 3.38
C -3.07 -1.18 4.16
C -2.01 -0.77 3.34
H -1.49 -1.38 1.16
H -3.41 -2.82 1.32
H -4.61 -2.85 3.96
H -3.35 -0.83 5.07
H -1.32 0.04 3.34
N 2.54 -2.14 -1.65
C 2.35 -3.35 -1.33
C 3.47 -4.08 -1.63
C 4.44 -3.06 -2.24
C 3.81 -1.89 -2.15
H 1.70 -1.35 -1.67
H 1.43 -3.69 -0.69
H 3.38 -5.22 -1.58
H 5.43 -3.42 -2.57
H 4.01 -0.85 -2.51
N -3.96 2.08 -1.21
C -4.07 2.73 -2.42
C -5.24 2.34 -2.99
C -5.83 1.29 -2.07
C -5.04 1.26 -1.00
H -3.15 2.15 -0.53
H -3.28 3.58 -2.54
H -5.43 2.61 -4.01
H -6.70 0.79 -2.32
H -5.18 1.04 0.00
N -2.18 2.66 0.82
C -3.09 2.04 1.72
C -3.70 2.94 2.50
C -3.06 4.39 2.11
C -2.17 3.98 1.12
H -1.53 1.97 0.32
H -3.16 0.85 1.57
H -4.58 2.59 3.05
H -3.27 5.47 2.27
H -1.60 4.69 0.45
N 1.94 0.50 -3.46
C 2.18 1.83 -3.82
C 2.62 1.85 -5.11
C 2.51 0.33 -5.65
C 2.01 -0.36 -4.53
H 1.54 0.04 -2.50
H 2.10 2.51 -3.16
H 3.08 2.81 -5.72
H 2.64 -0.19 -6.61
H 1.48 -1.13 -4.38
N -2.14 -1.97 -1.80
C -1.63 -2.63 -2.87
C -2.58 -2.56 -3.86
C -3.76 -1.74 -3.17
C -3.48 -1.45 -1.94
H -1.59 -1.74 -0.92
H -0.62 -2.96 -2.61
H -2.68 -2.99 -4.92
H -4.75 -1.67 -3.70
H -4.17 -0.91 -1.08
N 0.23 3.26 -1.21
C 1.21 3.96 -0.41
C 1.77 4.96 -1.15
C 1.02 4.98 -2.43
C 0.05 3.95 -2.42
H 0.00 2.21 -1.03
H 1.54 3.63 0.54
H 2.50 5.79 -0.86
H 1.08 5.85 -3.31
H -0.70 3.63 -3.03
N 3.67 0.86 0.76
C 4.15 2.02 1.06
C 5.40 2.17 0.73
C 5.82 0.82 0.16
C 4.71 0.01 0.33
H 2.59 0.68 0.93
H 3.55 2.83 1.61
H 6.13 3.17 0.70
H 6.85 0.61 -0.16
H 4.47 -1.06 0.13
*
```

---

Record 3
Molecular formula: C44H58N4O6P2STi
Method: DFT, ωB97M-V/def2-TZVPD

Calculated values
Highest occupied orbital energy, eV: -8.17
Orbital gap, eV: 8.7
Energy above the lowest of the compared OMol25 structures with the same formula, charge and spin, kcal per mole: 58.5

ORCA input file:
```
! wB97M-V def2-TZVPD RIJCOSX def2/J DEFGRID3
* xyz 0 1
Ti 0.10 0.30 1.36
C 2.30 3.29 4.94
C 1.20 3.88 4.09
C 1.04 5.38 4.37
C 1.38 3.66 2.61
C 0.20 3.87 1.76
C 0.38 3.91 0.28
C 1.74 3.80 -0.26
C 1.96 4.19 -1.69
C 2.72 3.44 0.58
C 2.54 3.34 2.02
H 2.03 3.35 6.00
H 3.24 3.84 4.82
H 2.49 2.24 4.70
H 0.26 3.40 4.38
H 1.95 5.91 4.08
H 0.85 5.56 5.43
H 0.21 5.82 3.81
H -0.67 4.36 2.20
H -0.36 4.43 -0.33
H 1.54 3.46 -2.38
H 3.02 4.31 -1.91
H 1.48 5.15 -1.89
H 3.73 3.32 0.19
H 3.41 3.09 2.62
O 3.29 0.18 3.16
C 2.41 -0.58 2.85
O 1.83 -0.57 1.65
C 1.93 -1.68 3.76
C 2.72 -1.95 4.87
C 2.42 -2.99 5.72
C 1.32 -3.79 5.46
C 0.51 -3.52 4.36
C 0.80 -2.46 3.51
P -0.31 -2.16 2.07
C 0.26 -3.40 0.85
C 1.14 -3.01 -0.17
C 1.58 -3.93 -1.10
C 1.15 -5.25 -1.05
C 0.28 -5.65 -0.04
C -0.16 -4.73 0.90
C -1.96 -2.71 2.57
C -2.44 -2.60 3.87
C -3.77 -2.91 4.16
C -4.63 -3.30 3.15
C -4.17 -3.39 1.84
C -2.85 -3.09 1.56
H 3.58 -1.31 5.03
H 3.04 -3.19 6.58
H 1.08 -4.62 6.11
H -0.35 -4.15 4.18
H 1.46 -1.98 -0.22
H 2.26 -3.61 -1.88
H 1.49 -5.97 -1.79
H -0.06 -6.68 0.01
H -0.84 -5.06 1.68
H -1.79 -2.25 4.66
H -4.12 -2.82 5.17
H -5.67 -3.53 3.38
H -4.84 -3.69 1.04
H -2.50 -3.17 0.54
O 0.22 1.07 3.10
S -1.38 1.19 3.31
O -1.76 0.25 4.34
O -1.71 0.53 1.87
O -0.21 2.75 0.93
N 0.16 0.21 -0.46
P -0.20 0.43 -1.97
N 1.15 0.55 -2.91
C 2.42 0.03 -2.38
C 3.58 0.90 -2.84
C 3.61 1.08 -4.35
C 2.25 1.53 -4.88
C 1.17 0.58 -4.38
N -1.12 -0.87 -2.51
C -0.44 -1.91 -3.32
C -1.31 -3.17 -3.45
C -2.77 -2.77 -3.56
C -3.21 -2.17 -2.23
C -2.04 -1.46 -1.53
N -1.05 1.84 -2.15
C -0.97 2.82 -3.23
C -2.28 2.90 -4.04
C -3.17 1.69 -3.77
C -3.52 1.63 -2.28
C -2.31 2.00 -1.41
H 2.56 -1.00 -2.76
H 2.37 -0.02 -1.30
H 4.52 0.46 -2.49
H 3.49 1.87 -2.35
H 3.86 0.12 -4.82
H 4.39 1.78 -4.65
H 2.25 1.55 -5.97
H 2.03 2.54 -4.53
H 1.40 -0.42 -4.76
H 0.18 0.84 -4.77
H 0.53 -2.17 -2.90
H -0.28 -1.52 -4.33
H -1.16 -3.82 -2.59
H -0.97 -3.72 -4.33
H -3.39 -3.63 -3.82
H -2.88 -2.04 -4.36
H -3.57 -2.97 -1.57
H -4.05 -1.48 -2.38
H -1.49 -2.16 -0.90
H -2.42 -0.69 -0.86
H -0.12 2.61 -3.86
H -0.77 3.80 -2.78
H -2.05 2.99 -5.11
H -2.82 3.80 -3.77
H -2.64 0.77 -4.04
H -4.07 1.73 -4.38
H -3.88 0.63 -2.03
H -4.34 2.32 -2.06
H -2.28 1.44 -0.48
H -2.35 3.05 -1.12
*
```

---

Record 4
Molecular formula: C44H58N6O2S
Method: DFT, ωB97M-V/def2-TZVPD

Calculated values
Highest occupied orbital energy, eV: -8.35
Orbital gap, eV: 8.2

ORCA input file:
```
! wB97M-V def2-TZVPD RIJCOSX def2/J DEFGRID3
* xyz 0 1
C 3.24 -3.83 0.14
C 4.36 -3.08 -0.64
C 5.11 -2.04 0.20
C 5.12 -0.66 -0.48
C 5.43 0.49 0.50
C 4.23 0.98 1.30
C 3.57 2.25 0.73
C 2.41 1.88 -0.20
C 1.98 3.08 -1.08
C 0.58 3.63 -0.74
C -0.56 3.10 -1.57
C -1.74 2.72 -0.99
C -2.88 2.24 -1.72
C -4.18 1.81 -1.07
C -4.23 1.84 0.47
C -4.03 0.47 1.13
C -5.06 -0.58 0.73
C -4.51 -2.00 0.96
C -3.53 -2.37 -0.12
O -4.25 -2.53 -1.36
C -3.38 -2.36 -2.41
C -2.51 -3.53 -2.78
O -3.32 -1.32 -2.99
C -2.79 2.13 -3.08
C -1.60 2.51 -3.77
N -1.40 2.47 -5.08
S 0.10 3.07 -5.30
N 0.51 3.37 -3.79
C -0.50 3.01 -3.00
H 2.26 -3.50 -0.18
H 3.31 -4.89 -0.10
H 3.37 -3.69 1.21
H 3.89 -2.62 -1.51
H 5.06 -3.82 -1.01
H 6.13 -2.37 0.39
H 4.62 -1.90 1.17
H 5.87 -0.64 -1.27
H 4.16 -0.55 -0.98
H 5.88 1.30 -0.08
H 6.20 0.11 1.17
H 4.56 1.21 2.32
H 3.46 0.21 1.38
H 4.30 2.83 0.17
H 3.16 2.87 1.53
H 1.59 1.44 0.36
H 2.79 1.11 -0.88
H 2.69 3.88 -0.90
H 2.10 2.81 -2.13
H 0.61 4.72 -0.80
H 0.38 3.38 0.30
H -1.80 2.78 0.08
H -4.99 2.43 -1.46
H -4.39 0.81 -1.43
H -5.21 2.20 0.77
H -3.54 2.56 0.88
H -4.14 0.62 2.21
H -3.00 0.14 0.99
H -5.97 -0.50 1.32
H -5.35 -0.55 -0.32
H -5.33 -2.72 0.92
H -4.06 -2.09 1.95
H -2.94 -3.25 0.11
H -2.83 -1.54 -0.24
H -1.80 -3.71 -1.97
H -2.01 -3.26 -3.70
H -3.10 -4.43 -2.90
H -3.64 1.76 -3.64
N 5.15 5.60 1.06
C 4.79 6.72 1.68
C 5.12 7.02 2.99
C 5.88 6.10 3.70
C 6.26 4.93 3.08
C 5.87 4.73 1.76
H 4.20 7.41 1.09
H 4.81 7.95 3.44
H 6.16 6.30 4.73
H 6.85 4.18 3.60
H 6.15 3.82 1.23
N -5.92 -8.06 -0.88
C -5.86 -8.42 -2.17
C -5.59 -7.53 -3.20
C -5.36 -6.20 -2.88
C -5.41 -5.81 -1.55
C -5.69 -6.78 -0.60
H -6.04 -9.46 -2.38
H -5.55 -7.87 -4.22
H -5.15 -5.48 -3.66
H -5.24 -4.79 -1.26
H -5.74 -6.53 0.46
N -10.19 -8.67 -0.41
C -11.30 -8.19 0.14
C -11.39 -6.92 0.71
C -10.26 -6.12 0.70
C -9.10 -6.61 0.13
C -9.11 -7.89 -0.41
H -12.16 -8.85 0.13
H -12.32 -6.58 1.14
H -10.29 -5.13 1.13
H -8.20 -6.01 0.11
H -8.23 -8.31 -0.86
N 10.52 5.95 2.42
C 9.33 6.49 2.72
C 9.18 7.75 3.27
C 10.32 8.50 3.54
C 11.56 7.95 3.24
C 11.60 6.68 2.68
H 8.47 5.87 2.50
H 8.19 8.14 3.49
H 10.24 9.48 3.98
H 12.47 8.50 3.43
H 12.55 6.22 2.43
*
```

---

| no. | M (g/mol) |
| --- | --- |
| 1 | 998.2 |
| 2 | 852.0 |
| 3 | 880.9 |
| 4 | 735.1 |